A 2-piece molecular cluster, C6H17NO overall at a distorted geometry. Source: OMol25; level of theory: ωB97M-V with the def2-TZVPD basis set.

Atoms and positions in Å:
C  -0.6399  0.9371  2.7691
C  0.0940  1.4593  1.5193
C  0.7497  0.3833  0.6638
C  -0.1755  -0.7458  0.2143
C  -1.4201  -0.2806  -0.5023
C  -1.1558  0.3462  -1.9410
N  -0.0850  -0.3586  -2.5640
H  -0.7110  -0.1224  2.8499
H  -1.6658  1.2949  2.7278
H  -0.2788  1.3148  3.7165
H  0.8909  2.1092  1.8865
H  -0.5648  2.0910  0.9233
H  1.5933  -0.0528  1.2100
H  1.2715  0.8503  -0.1858
H  0.4152  -1.3941  -0.4409
H  -0.3920  -1.4303  1.0291
H  -1.9011  0.5425  0.0244
H  -2.2124  -0.9941  -0.5911
H  -2.0372  0.1253  -2.5480
H  -0.9757  1.4171  -1.9933
H  0.8661  -0.2335  -2.2165
H  -0.2619  -1.3485  -2.7563
H  3.4747  -2.4152  -1.0918
H  2.4337  -1.3454  -1.1200
O  2.6877  -2.1498  -1.5830

Forces on the atoms, in the same order (eV/Å):
C -0.9 0.9 -0.4
C 0.6 0.1 0.7
C 0.4 -0.1 0.2
C 0.8 -0.3 -0.3
C -0.1 0.9 0.3
C -0.1 -0.2 -1.5
N -0.3 -0.8 1.4
H 0.2 -0.9 0.0
H -0.3 -0.1 0.1
H 0.5 0.1 0.0
H 0.0 0.1 -0.3
H 0.0 0.0 0.0
H -0.2 -0.1 0.2
H -0.3 0.1 -0.2
H -0.1 -0.2 0.0
H -0.4 0.3 0.3
H 0.1 0.2 0.1
H -0.1 -0.9 -0.3
H -0.1 0.1 0.2
H 0.3 0.0 0.6
H 0.1 0.5 -0.5
H 0.0 0.2 -0.5
H 0.1 -0.2 -0.2
H 0.2 0.0 0.2
O -0.2 0.3 0.1

Energy above the lowest of the compared OMol25 structures with the same formula, charge and spin in kJ/mol: 92.1
Highest occupied orbital energy (alpha / beta) in eV: -14.80 / -14.79
LUMO (alpha / beta) in eV: -3.231 / -8.372
Net charge: +1
Frontier orbital gap (alpha / beta) in Eh: 0.4250 / 0.2360
Multiplicity: 2